Record 1
An isolated molecule of C6H17N3 in a non-equilibrium geometry. Source: the OMol25 dataset; level of theory: ωB97M-V/def2-TZVPD.

ORCA input file:
```
! RIJCOSX wB97M-V def2-TZVPD def2/J DEFGRID3
* xyz 0 1
H -1.769 -1.430 -1.239
H 0.400 -0.487 2.111
N -0.044 0.415 -0.470
H 2.987 0.580 0.766
H -0.569 0.697 -2.351
C -2.308 -0.787 -0.540
C 0.878 -1.081 1.337
N -0.005 1.139 -1.630
H -0.338 2.086 -1.461
N -1.371 -0.050 0.268
H 2.206 1.685 -0.378
C 1.761 -1.081 -1.034
C 1.057 -0.287 0.060
C 2.042 1.032 0.474
H -2.669 1.640 0.435
H 1.849 -1.387 1.721
H 1.149 -1.940 -1.298
H -2.929 -1.426 0.101
H 0.289 -1.974 1.144
H 1.617 1.577 1.311
H 1.917 -0.486 -1.930
H -2.998 -0.155 -1.123
C -2.011 0.992 1.040
H -1.259 1.605 1.536
H 2.736 -1.407 -0.677
H -2.621 0.531 1.827
*
```

Summary:
SMILES: CN(C)N(N)C(C)(C)C
energy above the lowest of the compared OMol25 structures with the same formula, charge and spin: 75.9 kcal per mole

Record 2
A structure of composition C28H31FIrN4 in a non-equilibrium geometry. Source: the OMol25 dataset; level of theory: ωB97M-V/def2-TZVPD.

ORCA input file:
```
! RIJCOSX wB97M-V def2-TZVPD def2/J DEFGRID3
* xyz 1 1
H 2.817 -0.099 5.141
H -2.141 -3.403 0.441
C 1.708 -0.065 3.306
H 0.783 -0.335 3.805
C -2.950 -3.619 -1.522
C 2.857 0.077 4.074
H 1.378 0.704 -5.953
C 4.095 0.623 2.099
H 3.609 0.683 -4.905
H -2.070 3.548 -0.091
C 1.733 0.117 1.929
H -1.785 1.377 -1.131
H -0.405 3.005 -0.370
H -0.446 0.581 -2.076
C 4.099 0.575 -2.245
C -1.008 2.974 1.714
H -1.464 -2.584 -4.383
H -1.277 -0.900 3.595
N -0.728 1.693 2.372
H -2.657 1.764 3.193
H 1.206 -2.096 -0.481
N -1.752 1.451 -0.121
C -3.078 1.120 0.407
C -2.029 -0.309 3.071
C 2.949 0.433 1.323
H -3.005 -0.540 3.513
Ir 0.027 -0.023 0.617
H 4.936 0.608 4.067
H 0.239 -1.823 -2.745
H 0.176 -2.712 0.873
F -3.621 -3.855 -3.759
H 5.026 0.924 1.639
C 1.689 0.623 -2.081
C -1.742 1.181 3.294
C -3.128 -0.339 0.833
H -3.846 -4.136 -1.205
C -0.819 -2.548 -1.025
C 2.847 0.636 -2.894
H 5.105 0.439 -0.388
C 1.474 0.692 -4.876
C 2.713 0.677 -4.298
C 4.152 0.519 -0.886
H -0.139 3.624 1.807
C 2.957 0.531 -0.129
H -1.914 -1.732 1.646
H -0.655 0.671 -4.540
H -3.105 -0.976 -0.053
H 5.004 0.556 -2.840
H -1.417 1.296 4.331
C 0.205 -2.166 -0.066
N -1.972 -0.720 1.663
C -1.997 -3.194 -0.615
C 0.428 0.640 -2.708
H -4.071 -0.519 1.360
H -3.859 1.300 -0.336
C 4.049 0.451 3.470
H -3.293 1.763 1.258
H -1.842 3.482 2.205
C 0.321 0.673 -4.071
N 1.772 0.579 -0.719
C -1.599 -2.738 -3.320
C -1.313 2.813 0.203
H 0.159 1.748 2.854
C -2.729 -3.399 -2.868
C -0.658 -2.319 -2.401
*
```

Summary:
energy above the lowest of the compared OMol25 structures with the same formula, charge and spin: 53.9 kcal per mole

Record 3
A cluster of 5 separate species, C30H66N2O5S in total in a non-equilibrium geometry. Source: the OMol25 dataset; level of theory: ωB97M-V/def2-TZVPD.

ORCA input file:
```
! RIJCOSX wB97M-V def2-TZVPD def2/J DEFGRID3
* xyz 0 1
H -3.630 -0.988 -1.842
H 7.268 -2.986 0.132
H -3.803 4.852 -1.713
H -5.041 -0.133 -1.229
C -0.828 1.769 -0.611
H -2.026 -0.687 7.765
O -0.124 0.927 -5.957
H -6.805 1.220 -1.873
H 1.479 -5.228 -1.485
H -0.568 2.810 4.108
C 5.861 -1.814 1.263
H -2.258 4.522 4.643
H -3.809 0.740 -2.151
C 8.905 -1.486 1.920
H -3.518 3.303 4.785
C 9.507 -1.333 0.525
H 9.713 -1.475 2.659
H 0.032 0.709 1.067
H -9.430 -0.204 -4.176
H -3.002 1.312 6.647
H 1.495 1.491 -2.786
N 2.456 -1.613 -3.826
C 0.044 1.714 0.640
C 1.727 -0.603 -3.045
H -9.428 -1.803 -3.432
C -7.210 0.824 -2.809
C 2.012 0.816 -3.461
H -2.055 -1.577 6.243
H 6.279 -0.839 1.000
H -2.766 3.619 3.215
H 1.080 1.967 0.403
H 1.446 -5.543 0.289
H 6.416 -3.877 1.370
C -6.068 0.572 -3.794
H -5.597 -1.479 -3.284
H -8.092 -1.322 -4.470
H 0.210 3.373 -1.600
H -1.318 5.198 -1.049
C -0.817 3.129 -1.304
H -6.479 0.319 -4.775
C -8.071 -0.399 -2.495
O 1.896 -2.703 0.898
H 10.032 -0.375 0.479
H -4.346 -0.641 -4.172
H 7.689 -2.749 3.153
H -4.049 -0.080 6.496
H 1.013 -2.650 -2.010
C -8.794 -0.963 -3.715
H -1.991 1.161 2.961
H -8.816 -0.112 -1.748
C 1.256 -4.832 -0.499
C -1.858 1.103 4.047
C -3.112 0.474 4.654
H 5.035 -2.022 0.587
C 2.924 -2.628 -2.997
O 1.644 1.140 -4.804
H 8.722 -3.630 2.056
H 11.305 -2.495 0.883
H -1.310 2.450 5.650
C -1.363 4.279 -0.457
H 1.531 -0.473 -0.831
H 0.235 -4.469 -0.529
H 3.086 0.963 -3.401
H -7.850 1.613 -3.215
H 3.171 -0.623 -1.469
H -7.463 -1.182 -2.035
H -3.990 1.062 4.369
C 8.073 -2.752 2.128
H 10.923 -2.267 -0.824
C 2.135 -0.938 -1.599
C -5.084 -0.518 -3.375
C -4.353 -0.204 -2.073
H -0.705 4.445 0.401
H -5.520 1.510 -3.934
H 3.137 -1.239 -4.470
H -1.852 1.482 -0.358
C -2.792 4.081 0.045
C 10.487 -2.445 0.161
C -3.088 0.330 6.175
O 3.826 -3.410 -3.217
H 8.714 -1.284 -0.226
H -4.828 3.871 -0.665
H -0.469 1.016 -1.322
O 3.685 -3.858 -0.189
H 9.998 -3.419 0.132
H -1.386 3.058 -2.236
S 2.316 -3.427 -0.276
C 2.052 -2.447 -1.740
C -2.576 3.541 4.288
C -1.505 2.492 4.575
H -3.641 3.092 -1.703
H -0.309 2.402 1.410
H 8.291 -0.607 2.138
H -0.986 -0.184 6.439
C 6.903 -2.922 1.160
H 0.657 -0.812 -3.051
H -3.255 -0.514 4.206
N 0.612 0.309 -5.310
H 5.457 -1.751 2.276
C -1.973 -0.581 6.681
H -3.055 4.933 0.677
C -3.821 3.966 -1.076
H -1.004 0.438 4.207
H -2.849 3.197 0.687
*
```

Summary:
SMILES: CS(=O)(=O)[C@H]1C[C@@H](CON=O)NC1=O.CCCCCC.CCCCCC.CCCCCC.CCCCCC

| no. | HOMO-LUMO gap (eV) |
| --- | --- |
| 1 | 8.67 |
| 2 | 7.39 |
| 3 | 10.25 |